{
  "formula": "C41H58CrLi2N11O17",
  "method": "wB97M-V/def2-TZVPD",
  "s2": 6.02,
  "total_energy_ha": -4537.813883,
  "multiplicity": 5,
  "total_charge": -1,
  "symbols": ["Li", "Li", "Cr", "C", "O", "O", "O", "C", "O", "O", "O", "C", "C", "C", "C", "C", "C", "N", "O", "C", "C", "C", "H", "H", "H", "H", "H", "H", "H", "H", "H", "H", "H", "H", "H", "H", "H", "H", "H", "H", "N", "C", "C", "C", "C", "C", "H", "H", "H", "H", "H", "N", "C", "C", "C", "C", "C", "H", "H", "H", "H", "H", "N", "C", "C", "C", "C", "C", "H", "H", "H", "H", "H", "N", "C", "C", "C", "C", "C", "H", "H", "H", "H", "H", "N", "C", "C", "C", "C", "C", "H", "H", "H", "H", "H", "C", "N", "O", "O", "H", "H", "H", "C", "N", "O", "O", "H", "H", "H", "C", "N", "O", "O", "H", "H", "H", "C", "N", "O", "O", "H", "H", "H", "C", "N", "O", "O", "H", "H", "H"],
  "positions_angstrom": [[0.57804, 0.90290, 1.18513], [-1.87341, 2.72403, 0.46622], [0.22919, -1.22818, -1.88897], [0.36539, 2.80835, 2.41399], [-0.65541, 2.15348, 1.87654], [1.47503, 2.13831, 2.32386], [0.19844, 3.93272, 2.90988], [-1.49987, 0.19386, -0.93548], [-1.71633, -0.81308, -1.79246], [-0.18691, 0.30788, -0.64306], [-2.39410, 0.93880, -0.43199], [-0.26220, -4.55798, -1.57060], [0.81253, -4.76143, -2.65141], [0.59728, -6.18926, -3.11107], [1.47104, -6.41283, -4.28488], [1.13610, -5.36168, -5.40650], [1.48184, -3.95639, -5.01524], [0.61661, -3.72942, -3.77825], [0.88475, -2.54189, -3.18854], [0.86940, -3.09182, -6.09603], [3.00359, -3.89515, -4.79091], [2.16124, -4.74645, -1.93684], [-0.05796, -3.69027, -0.97802], [-0.21789, -5.41689, -0.91909], [-1.25620, -4.50374, -1.96090], [-0.45357, -6.29176, -3.43189], [0.82525, -6.86164, -2.27476], [1.27244, -7.36404, -4.71067], [2.50385, -6.46149, -3.95686], [0.08064, -5.61708, -5.60832], [1.75545, -5.59774, -6.20717], [1.50036, -2.80552, -6.91941], [0.58259, -2.12230, -5.61459], [0.00975, -3.57459, -6.63307], [3.47817, -3.24417, -5.50914], [3.41584, -4.84884, -4.81847], [3.15420, -3.32216, -3.84733], [3.04366, -4.92651, -2.54444], [2.10935, -5.50958, -1.14889], [2.31027, -3.86712, -1.31125], [-0.55865, -0.96442, 2.17285], [-1.04073, -0.71260, 3.44885], [-2.10563, -1.32711, 4.13305], [-2.63903, -2.39901, 3.44387], [-2.20795, -2.71242, 2.12407], [-1.19441, -1.95557, 1.58295], [-0.44211, 0.09503, 3.87606], [-2.39001, -0.99883, 5.16501], [-3.57708, -2.85743, 3.85434], [-2.65751, -3.49647, 1.52752], [-0.90732, -2.09010, 0.49820], [-2.48096, 2.00660, 5.56838], [-1.36225, 2.73268, 5.87531], [-1.24641, 4.05808, 5.55432], [-2.29712, 4.77688, 5.03103], [-3.47282, 4.07085, 4.87743], [-3.48505, 2.69967, 5.10846], [-0.64815, 2.12482, 6.47471], [-0.21040, 4.49571, 5.68909], [-2.24265, 5.83174, 4.81886], [-4.36745, 4.57813, 4.66946], [-4.41904, 2.12342, 4.96965], [-3.87356, 2.71351, 1.52056], [-4.93977, 3.21980, 1.01861], [-6.24127, 2.55942, 1.11310], [-6.28730, 1.37108, 1.79863], [-5.12533, 0.90389, 2.39289], [-3.95944, 1.60042, 2.25430], [-4.84819, 4.17348, 0.36501], [-7.04290, 3.07176, 0.71157], [-7.14859, 0.75168, 1.86532], [-5.18427, 0.02059, 2.97884], [-3.05744, 1.23194, 2.72784], [2.63130, -0.29914, 0.59899], [3.59787, 0.26407, 1.37883], [4.94369, 0.00700, 1.14988], [5.25099, -0.94170, 0.14926], [4.30362, -1.65396, -0.56974], [2.99469, -1.21925, -0.32390], [3.30720, 0.97997, 2.09667], [5.70545, 0.43612, 1.77050], [6.28632, -1.22159, 0.03583], [4.50858, -2.35020, -1.33394], [2.13430, -1.68648, -0.78463], [-0.97359, 3.73256, -0.84285], [-0.65214, 3.23600, -2.02698], [0.15793, 3.88548, -2.93516], [0.64931, 5.18005, -2.62096], [0.28099, 5.75408, -1.42255], [-0.50844, 4.98083, -0.56082], [-0.98663, 2.30097, -2.36849], [0.36935, 3.38488, -3.88432], [1.37986, 5.65354, -3.32085], [0.68501, 6.70364, -1.11998], [-0.70898, 5.32783, 0.42690], [2.42832, -0.09807, -4.54584], [1.29895, 0.79186, -4.32829], [0.49382, 0.51694, -3.42515], [1.20306, 1.77480, -5.05122], [2.36791, -1.05933, -3.90551], [3.32816, 0.49909, -4.29503], [2.44519, -0.37357, -5.58551], [2.41237, 2.96448, -0.56846], [3.46191, 2.38863, -1.49833], [4.47486, 2.98957, -1.72031], [3.12649, 1.37850, -2.07784], [2.43009, 4.02662, -0.70098], [2.61558, 2.72608, 0.46583], [1.45057, 2.52398, -0.83559], [-5.39653, -0.03122, -1.43678], [-6.77697, 0.52138, -1.75769], [-7.77377, -0.10252, -1.56493], [-6.76616, 1.68582, -2.18533], [-5.42432, -0.07166, -0.33092], [-4.65533, 0.61061, -1.71357], [-5.29433, -1.05641, -1.76868], [1.38513, -2.72528, 4.09096], [2.46546, -3.76146, 4.20908], [2.95239, -3.97066, 5.30615], [2.80673, -4.42025, 3.22240], [1.15940, -2.42233, 5.11190], [0.50817, -3.13820, 3.66280], [1.83775, -1.99194, 3.49241], [2.71334, 4.88996, 4.24864], [3.71640, 5.76841, 4.88299], [4.43804, 5.25090, 5.73608], [3.72127, 6.96738, 4.64092], [3.41004, 4.26510, 3.67431], [2.14006, 5.49505, 3.60841], [2.25160, 4.24641, 4.98220]],
  "forces_ev_per_a": [[-0.3, -0.6, -0.1], [-0.2, -1.2, 1.2], [-0.3, -0.1, -0.7], [-1.1, -1.0, -0.7], [-0.5, 0.3, -0.3], [0.9, 0.4, 0.4], [0.6, 0.7, 0.3], [-0.4, 0.0, 0.4], [0.1, 1.2, 1.2], [-1.1, -0.2, -0.2], [1.5, -1.1, -1.2], [0.7, 0.1, -0.4], [-0.6, 0.2, 0.1], [-0.7, 0.5, -0.5], [0.2, 0.3, -1.0], [-0.1, -2.2, 2.5], [-1.7, -0.8, 0.9], [0.3, -2.3, 0.7], [0.6, 2.4, 0.6], [-0.9, 1.6, -0.1], [-1.3, 3.4, 0.6], [0.1, 0.1, 1.1], [0.0, 0.7, 0.5], [0.0, -0.3, 0.4], [-0.6, 0.2, -0.5], [0.2, -0.2, 0.3], [-0.3, 0.0, -0.2], [-0.2, -1.2, -0.5], [0.3, 0.3, -0.2], [0.3, 0.9, -0.3], [0.8, -0.6, -2.0], [0.9, -0.1, -0.2], [-0.2, -0.8, -0.5], [0.4, 0.5, 1.1], [0.2, 0.0, -0.7], [1.0, -1.4, 0.3], [0.1, -0.8, -0.4], [-0.1, 0.0, 0.1], [0.1, -0.2, -0.3], [0.1, 0.4, -0.5], [-1.5, 0.0, 2.8], [1.6, 1.1, -0.7], [1.5, 0.3, -0.4], [-2.0, -0.6, -0.8], [-0.5, 0.1, 1.6], [0.5, -0.2, -2.6], [-0.6, 0.0, 0.3], [0.2, -0.3, -1.3], [1.2, 0.0, -0.4], [-0.1, 0.1, 0.2], [-0.3, -0.2, 1.2], [1.6, 0.4, 1.0], [-1.1, -2.0, 0.2], [3.1, 0.7, 0.4], [-0.6, -0.6, 0.2], [0.7, -0.1, 0.3], [-1.6, -0.1, -0.2], [0.0, 0.9, -0.9], [-1.5, -0.2, -0.1], [0.2, 0.1, -0.1], [-1.1, 0.5, -0.6], [0.5, 0.5, -0.1], [1.8, 0.0, 0.4], [-3.2, 0.7, -1.8], [3.3, 0.7, 0.7], [0.3, 0.4, -0.3], [-0.2, 0.3, -0.1], [0.4, -0.5, 0.1], [-0.2, -1.6, 1.3], [-1.7, 0.6, -0.9], [-0.9, -0.1, 0.0], [0.3, -0.7, 0.4], [0.2, 0.2, -0.2], [1.0, -0.3, 0.3], [0.3, -0.9, -2.0], [-0.9, -1.4, -1.0], [0.8, -0.2, 0.8], [-1.3, 2.3, 1.1], [-0.2, 0.6, 1.3], [-0.8, 0.6, 0.8], [0.3, 0.2, 0.0], [0.3, 0.1, -0.2], [0.4, -0.8, -0.5], [0.0, -0.3, -0.4], [0.5, 1.9, -0.2], [0.6, 1.0, -0.8], [0.5, 1.5, -0.2], [0.4, -1.1, -1.3], [-0.2, -0.9, 0.2], [0.2, -0.8, -0.6], [-0.8, -1.3, 0.4], [0.1, 0.4, 0.5], [-0.8, -0.2, 0.7], [-0.1, 0.2, 0.2], [-0.3, 0.2, 0.6], [1.5, -1.5, 1.2], [-1.3, 0.3, 0.6], [0.9, 0.7, -1.3], [0.0, -0.9, 0.5], [-0.2, 1.8, -0.9], [-0.5, -0.4, -0.1], [-0.1, 0.1, -0.4], [0.2, -0.4, -0.2], [-1.9, 0.4, 0.2], [0.9, 0.5, 0.3], [0.2, -0.8, -0.3], [0.0, 0.5, -0.1], [0.3, -0.2, 0.3], [0.3, 0.0, -0.1], [-2.8, -1.8, 2.3], [2.0, 2.3, -1.1], [-0.7, -1.1, 0.4], [-0.1, -1.1, 0.4], [0.2, 0.0, -0.5], [1.8, 1.7, -1.1], [-0.1, 0.0, -0.4], [0.8, -0.9, 1.5], [0.4, -2.0, -0.3], [-0.3, 0.6, 0.0], [-0.8, 1.2, 0.5], [0.2, 0.3, -0.2], [-0.5, -0.6, -0.8], [0.1, 1.3, -0.8], [2.2, -0.7, -0.5], [0.0, 0.7, 2.3], [-0.2, 0.3, -0.8], [0.1, -0.7, -0.4], [-0.7, -0.3, -0.3], [-1.1, 0.3, -0.5], [-0.3, 0.3, 0.1]]
}